Entry from the OMol25 dataset: a cluster of 8 separate species, C56H124F6N6O8S2 in total in a non-equilibrium geometry (ωB97M-V/def2-TZVPD).

As for the LUMO energy: -5.315 eV. The value obtained for the HOMO energy is -0.405 Ha. The orbital gap is 5.714 eV. As for the calculated total energy: -123338.63410 eV. Its total charge is +4. For the largest force on an atom, the calculation gives 4.0 eV Å⁻¹.

Each atom is followed by the atoms it is bonded to, with distances in Å.
CARTESIAN COORDINATES (ANGSTROEM)
1 C 10.8823 5.2547 0.5085  N2 1.537, H8 1.090, H9 1.090, H10 1.090
2 N 9.4631 5.5532 1.0178  C1 1.537, C3 1.527, C4 1.534, C5 1.570
3 C 8.6770 5.4624 -0.2883  N2 1.527, H11 1.090, H12 1.090, H13 1.090
4 C 9.1867 4.4432 2.0400  N2 1.534, H14 1.090, H15 1.090, H16 1.090
5 C 9.2361 7.0108 1.5566  N2 1.570, C6 1.558, H17 1.090, H18 1.090
6 C 7.7638 7.2868 1.9846  C5 1.558, O7 1.502, H19 1.090, H20 1.090
7 O 7.2689 6.4111 3.0995  C6 1.502, H21 0.960
8 H 11.1442 5.8283 -0.3806  C1 1.090
9 H 11.1822 4.2169 0.3630  C1 1.090
10 H 11.4225 5.7446 1.3185  C1 1.090
11 H 9.0398 6.1672 -1.0364  C3 1.090
12 H 7.6123 5.5966 -0.0974  C3 1.090
13 H 8.8292 4.4704 -0.7137  C3 1.090
14 H 9.7421 4.6720 2.9496  C4 1.090
15 H 9.5044 3.4818 1.6365  C4 1.090
16 H 8.1101 4.3370 2.1739  C4 1.090
17 H 9.5432 7.5618 0.6677  C5 1.090
18 H 9.7794 7.0614 2.5003  C5 1.090
19 H 7.1246 7.3812 1.1067  C6 1.090
20 H 7.7687 8.2805 2.4326  C6 1.090
21 H 6.3549 6.2575 2.8490  O7 0.960
22 C 1.7958 3.0409 10.9351  N23 1.560, H29 1.090, H30 1.090, H31 1.090
23 N 3.0238 2.8693 9.9876  C22 1.560, C24 1.517, C25 1.562, C26 1.517
24 C 4.2771 2.7793 10.8371  N23 1.517, H32 1.090, H33 1.090, H34 1.090
25 C 2.7861 1.5291 9.2221  N23 1.562, H35 1.090, H36 1.090, H37 1.090
26 C 3.0958 4.0917 9.0923  N23 1.517, C27 1.540, H38 1.090, H39 1.090
27 C 3.8809 5.3502 9.5047  C26 1.540, O28 1.483, H40 1.090, H41 1.090
28 O 3.4819 5.8424 10.8450  C27 1.483, H42 0.960
29 H 0.9354 3.0088 10.2666  C22 1.090
30 H 1.9704 4.0426 11.3278  C22 1.090
31 H 1.7436 2.1405 11.5472  C22 1.090
32 H 5.2360 2.6768 10.3290  C24 1.090
33 H 4.2857 1.9901 11.5889  C24 1.090
34 H 4.3387 3.5728 11.5818  C24 1.090
35 H 1.9425 1.7917 8.5838  C25 1.090
36 H 2.6186 0.6042 9.7741  C25 1.090
37 H 3.6500 1.3148 8.5929  C25 1.090
38 H 2.1176 4.3565 8.6910  C26 1.090
39 H 3.6780 3.7063 8.2553  C26 1.090
40 H 3.7227 6.0322 8.6692  C27 1.090
41 H 4.9335 5.1128 9.6591  C27 1.090
42 H 2.7429 6.4296 10.6701  O28 0.960
43 C 7.4066 -6.1555 -8.9151  C44 1.584, H55 1.090, H56 1.090, H57 1.090
44 C 6.3472 -5.8197 -7.7859  C43 1.584, C45 1.529, H58 1.090, H59 1.090
45 C 6.7359 -4.6864 -6.8355  C44 1.529, C46 1.546, H60 1.090, H61 1.090
46 C 5.5675 -4.5322 -5.8356  C45 1.546, N47 1.624, H62 1.090, H63 1.090
47 N 5.4577 -3.1009 -5.0760  C46 1.624, C48 1.584, C51 1.545, C52 1.536
48 C 6.7336 -2.7876 -4.1902  N47 1.584, C49 1.517, H64 1.090, H65 1.090
49 C 6.2091 -1.9767 -3.0199  C48 1.517, C50 1.569, H66 1.090, H67 1.090
50 C 4.6964 -2.3529 -2.8369  C49 1.569, C51 1.550, H68 1.090, H69 1.090
51 C 4.2465 -3.1008 -4.1174  N47 1.545, C50 1.550, H70 1.090, H71 1.090
52 C 5.2158 -1.9910 -6.1093  N47 1.536, C53 1.570, H72 1.090, H73 1.090
53 C 4.7872 -0.5969 -5.5277  C52 1.570, C54 1.481, H74 1.090, H75 1.090
54 C 4.4448 0.5109 -6.4493  C53 1.481, H76 1.090, H77 1.090, H78 1.090
55 H 8.3663 -6.1165 -8.3998  C43 1.090
56 H 7.4893 -5.5626 -9.8260  C43 1.090
57 H 7.2342 -7.1530 -9.3193  C43 1.090
58 H 6.2433 -6.6857 -7.1322  C44 1.090
59 H 5.3574 -5.6485 -8.2090  C44 1.090
60 H 6.8165 -3.7799 -7.4354  C45 1.090
61 H 7.7497 -4.8046 -6.4530  C45 1.090
62 H 5.4564 -5.2417 -5.0157  C46 1.090
63 H 4.6282 -4.4990 -6.3878  C46 1.090
64 H 7.5625 -2.3375 -4.7365  C48 1.090
65 H 7.1524 -3.7654 -3.9521  C48 1.090
66 H 6.3901 -0.9431 -3.3146  C49 1.090
67 H 6.7647 -2.2131 -2.1124  C49 1.090
68 H 4.1523 -1.4164 -2.7141  C50 1.090
69 H 4.5343 -2.8834 -1.8986  C50 1.090
70 H 3.3019 -2.7993 -4.5700  C51 1.090
71 H 4.1134 -4.1618 -3.9062  C51 1.090
72 H 4.4336 -2.4690 -6.6991  C52 1.090
73 H 6.1361 -1.9120 -6.6881  C52 1.090
74 H 5.6910 -0.2682 -5.0146  C53 1.090
75 H 3.9782 -0.7034 -4.8050  C53 1.090
76 H 5.2879 0.6219 -7.1311  C54 1.090
77 H 4.3305 1.4161 -5.8529  C54 1.090
78 H 3.5569 0.2396 -7.0203  C54 1.090
79 C -3.9801 2.8058 -6.1540  C80 1.619, H91 1.090, H92 1.090, H93 1.090
80 C -4.3578 2.6815 -7.7239  C79 1.619, C81 1.512, H94 1.090, H95 1.090
81 C -4.9692 3.9266 -8.3249  C80 1.512, C82 1.573, H96 1.090, H97 1.090
82 C -5.4028 3.9038 -9.8373  C81 1.573, N83 1.590, H98 1.090, H99 1.090
83 N -6.5139 4.9029 -10.3804  C82 1.590, C84 1.513, C87 1.582, C88 1.567
84 C -7.8838 4.5806 -9.8248  N83 1.513, C85 1.478, H100 1.090, H101 1.090
85 C -8.8978 5.1860 -10.7135  C84 1.478, C86 1.571, H102 1.090, H103 1.090
86 C -8.1445 5.3315 -12.0846  C85 1.571, C87 1.596, H104 1.090, H105 1.090
87 C -6.6840 4.7040 -11.9408  N83 1.582, C86 1.596, H106 1.090, H107 1.090
88 C -6.1161 6.3454 -9.9156  N83 1.567, C89 1.609, H108 1.090, H109 1.090
89 C -4.6922 6.8761 -10.4436  C88 1.609, C90 1.487, H110 1.090, H111 1.090
90 C -4.0873 8.0219 -9.7139  C89 1.487, H112 1.090, H113 1.090, H114 1.090
91 H -3.5331 3.7726 -5.9223  C79 1.090
92 H -3.3452 1.9857 -5.8187  C79 1.090
93 H -4.8389 2.5664 -5.5270  C79 1.090
94 H -5.1601 1.9612 -7.8837  C80 1.090
95 H -3.4868 2.5621 -8.3683  C80 1.090
96 H -4.2815 4.7675 -8.2352  C81 1.090
97 H -5.8081 4.1398 -7.6625  C81 1.090
98 H -5.9227 2.9565 -9.9799  C82 1.090
99 H -4.6108 3.7828 -10.5764  C82 1.090
100 H -7.8376 4.8574 -8.7715  C84 1.090
101 H -7.9213 3.4919 -9.8629  C84 1.090
102 H -9.3153 6.1059 -10.3043  C85 1.090
103 H -9.7215 4.4741 -10.7665  C85 1.090
104 H -8.2377 6.3977 -12.2911  C86 1.090
105 H -8.6492 4.7945 -12.8877  C86 1.090
106 H -5.9081 5.3162 -12.4004  C87 1.090
107 H -6.5679 3.6238 -12.0297  C87 1.090
108 H -6.1456 6.2667 -8.8289  C88 1.090
109 H -6.8118 7.1550 -10.1363  C88 1.090
110 H -4.8223 7.1289 -11.4959  C89 1.090
111 H -3.9617 6.0734 -10.5450  C89 1.090
112 H -3.0472 8.1390 -10.0182  C90 1.090
113 H -4.0473 7.8719 -8.6350  C90 1.090
114 H -4.5526 8.9738 -9.9697  C90 1.090
115 C 6.5123 -3.0668 5.7681  C116 1.565, H127 1.090, H128 1.090, H129 1.090
116 C 6.1546 -4.4675 5.1695  C115 1.565, C117 1.531, H130 1.090, H131 1.090
117 C 4.7378 -4.9827 5.4365  C116 1.531, C118 1.613, H132 1.090, H133 1.090
118 C 4.5222 -6.5806 5.3933  C117 1.613, N119 1.579, H134 1.090, H135 1.090
119 N 3.1039 -7.1939 5.7203  C118 1.579, C120 1.547, C123 1.563, C124 1.496
120 C 2.7711 -7.0948 7.2282  N119 1.547, C121 1.561, H136 1.090, H137 1.090
121 C 1.7616 -8.2480 7.5237  C120 1.561, C122 1.549, H138 1.090, H139 1.090
122 C 2.2499 -9.3981 6.6077  C121 1.549, C123 1.567, H140 1.090, H141 1.090
123 C 3.2849 -8.7440 5.6299  N119 1.563, C122 1.567, H142 1.090, H143 1.090
124 C 1.9710 -6.6240 4.9264  N119 1.496, C125 1.538, H144 1.090, H145 1.090
125 C 2.0741 -7.0198 3.4442  C124 1.538, C126 1.554, H146 1.090, H147 1.090
126 C 1.1825 -6.2068 2.4644  C125 1.554, H148 1.090, H149 1.090, H150 1.090
127 H 5.8481 -2.4633 5.1493  C115 1.090
128 H 7.5718 -2.8155 5.7199  C115 1.090
129 H 6.2793 -2.8845 6.8172  C115 1.090
130 H 6.9307 -5.1521 5.5118  C116 1.090
131 H 6.3430 -4.4351 4.0964  C116 1.090
132 H 3.9697 -4.3897 4.9400  C117 1.090
133 H 4.6032 -4.7042 6.4817  C117 1.090
134 H 5.2105 -7.0586 6.0904  C118 1.090
135 H 4.7220 -6.8631 4.3597  C118 1.090
136 H 2.5768 -6.0919 7.6085  C120 1.090
137 H 3.6952 -7.3780 7.7322  C120 1.090
138 H 0.7407 -7.8975 7.3723  C121 1.090
139 H 1.8966 -8.5516 8.5619  C121 1.090
140 H 1.3840 -9.5855 5.9727  C122 1.090
141 H 2.7557 -10.1838 7.1689  C122 1.090
142 H 3.3844 -9.0786 4.5973  C123 1.090
143 H 4.2671 -9.0487 5.9911  C123 1.090
144 H 2.1436 -5.5594 5.0842  C124 1.090
145 H 0.9862 -6.7464 5.3772  C124 1.090
146 H 1.9806 -8.0935 3.2816  C125 1.090
147 H 3.0691 -6.7418 3.0967  C125 1.090
148 H 1.2958 -6.5786 1.4461  C126 1.090
149 H 1.4096 -5.1408 2.4826  C126 1.090
150 H 0.1190 -6.3669 2.6420  C126 1.090
151 C -8.4686 -4.5641 -0.5017  C152 1.559, H163 1.090, H164 1.090, H165 1.090
152 C -9.4903 -3.4987 -1.0041  C151 1.559, C153 1.533, H166 1.090, H167 1.090
153 C -9.4070 -2.0605 -0.4807  C152 1.533, C154 1.531, H168 1.090, H169 1.090
154 C -9.5886 -1.9287 1.0342  C153 1.531, N155 1.658, H170 1.090, H171 1.090
155 N -10.0405 -0.4698 1.6784  C154 1.658, C156 1.574, C159 1.519, C160 1.544
156 C -10.2198 -0.6725 3.2289  N155 1.574, C157 1.498, H172 1.090, H173 1.090
157 C -11.6105 -1.2132 3.3653  C156 1.498, C158 1.594, H174 1.090, H175 1.090
158 C -12.3255 -0.8098 1.9987  C157 1.594, C159 1.490, H176 1.090, H177 1.090
159 C -11.3915 0.0460 1.2142  N155 1.519, C158 1.490, H178 1.090, H179 1.090
160 C -8.9761 0.6003 1.3552  N155 1.544, C161 1.626, H180 1.090, H181 1.090
161 C -9.1351 2.1136 1.9290  C160 1.626, C162 1.559, H182 1.090, H183 1.090
162 C -7.7557 2.7644 1.6074  C161 1.559, H184 1.090, H185 1.090, H186 1.090
163 H -8.8072 -5.1006 0.3847  C151 1.090
164 H -7.5798 -3.9844 -0.2525  C151 1.090
165 H -8.2748 -5.1707 -1.3863  C151 1.090
166 H -10.4767 -3.9048 -0.7797  C152 1.090
167 H -9.3571 -3.4435 -2.0845  C152 1.090
168 H -10.1692 -1.3858 -0.8706  C153 1.090
169 H -8.4619 -1.6620 -0.8496  C153 1.090
170 H -8.6765 -2.1972 1.5672  C154 1.090
171 H -10.3121 -2.6007 1.4958  C154 1.090
172 H -9.9899 0.3052 3.6524  C156 1.090
173 H -9.3611 -1.2993 3.4693  C156 1.090
174 H -12.2378 -0.8988 4.1994  C157 1.090
175 H -11.5269 -2.2918 3.4979  C157 1.090
176 H -13.3248 -0.3973 2.1374  C158 1.090
177 H -12.4285 -1.6888 1.3624  C158 1.090
178 H -11.5283 1.1062 1.4271  C159 1.090
179 H -11.4599 -0.1081 0.1373  C159 1.090
180 H -8.9417 0.6318 0.2662  C160 1.090
181 H -8.0232 0.1257 1.5892  C160 1.090
182 H -9.3851 2.0056 2.9845  C161 1.090
183 H -10.0165 2.6987 1.6665  C161 1.090
184 H -7.8473 3.7577 2.0466  C162 1.090
185 H -7.3622 2.8182 0.5923  C162 1.090
186 H -6.9958 2.2324 2.1799  C162 1.090
187 C 0.1176 2.0952 2.3618  F188 1.349, F189 1.323, F190 1.320, S191 1.897
188 F -0.4041 2.0801 3.6061  C187 1.349
189 F 0.2738 0.8797 1.8619  C187 1.323
190 F -0.6707 2.7565 1.5355  C187 1.320
191 S 1.8487 2.8691 2.3241  C187 1.897, O192 1.461, O193 1.479, O194 1.455
192 O 2.1688 3.2526 0.9514  S191 1.461
193 O 1.8822 4.0138 3.2598  S191 1.479
194 O 2.7294 1.8212 2.8172  S191 1.455
195 C -4.1280 -2.3996 6.6603  F196 1.343, F197 1.314, F198 1.374, S199 1.831
196 F -4.9323 -1.3363 6.4964  C195 1.343
197 F -4.8235 -3.4976 6.4691  C195 1.314
198 F -3.0168 -2.1553 5.8908  C195 1.374
199 S -3.5311 -2.5481 8.3848  C195 1.831, O200 1.484, O201 1.443, O202 1.493
200 O -2.5900 -3.6954 8.4114  S199 1.484
201 O -2.9411 -1.2527 8.6210  S199 1.443
202 O -4.7424 -2.8182 9.2152  S199 1.493